C33H29N9O4SScSe | the ωB97M-V functional and the def2-TZVPD basis

As for the charge: +1. Its relative energy (zero: lowest compared OMol25 entry of this formula, charge and spin) is 107.82 kJ/mol. For the total energy, the calculation gives -153175.11062 eV.

Element x y z (Å)
Sc (-0.218, -0.460, -0.134)
C (1.719, -2.892, 0.687)
N (2.054, -1.666, -0.054)
C (2.544, -2.025, -1.395)
C (2.124, -1.045, -2.456)
C (2.954, -0.801, -3.543)
C (2.539, 0.079, -4.527)
C (1.303, 0.691, -4.386)
C (0.540, 0.389, -3.274)
N (0.929, -0.465, -2.322)
C (3.095, -0.928, 0.671)
C (2.562, -0.222, 1.890)
C (3.351, -0.071, 3.021)
C (2.842, 0.632, 4.100)
C (1.551, 1.127, 4.021)
C (0.829, 0.914, 2.860)
N (1.331, 0.278, 1.799)
C (0.538, -3.602, 0.074)
C (0.243, -4.905, 0.445)
C (-0.820, -5.552, -0.159)
C (-1.531, -4.883, -1.145)
C (-1.178, -3.582, -1.440)
N (-0.180, -2.932, -0.836)
H (2.582, -3.570, 0.710)
H (1.466, -2.625, 1.714)
H (3.634, -2.122, -1.399)
H (2.135, -2.996, -1.674)
H (3.912, -1.299, -3.609)
H (3.174, 0.290, -5.378)
H (0.936, 1.392, -5.121)
H (-0.426, 0.854, -3.130)
H (3.909, -1.601, 0.968)
H (3.519, -0.177, 0.001)
H (4.344, -0.499, 3.052)
H (3.439, 0.779, 4.991)
H (1.098, 1.655, 4.849)
H (-0.195, 1.256, 2.784)
H (0.841, -5.401, 1.198)
H (-1.078, -6.563, 0.124)
H (-2.348, -5.361, -1.666)
H (-1.710, -3.028, -2.202)
Se (-0.453, 7.016, 2.348)
N (0.775, 6.155, 1.426)
C (0.290, 4.969, 1.156)
C (0.993, 3.959, 0.406)
C (2.279, 4.166, -0.089)
C (2.884, 3.162, -0.810)
C (2.185, 1.977, -0.998)
N (0.976, 1.740, -0.510)
C (0.362, 2.722, 0.181)
C (-0.969, 2.434, 0.711)
N (-1.482, 1.205, 0.438)
C (-2.713, 0.828, 1.083)
C (-3.520, 1.933, 1.661)
C (-2.987, 3.138, 1.862)
C (-1.644, 3.414, 1.421)
C (-1.033, 4.686, 1.657)
N (-1.594, 5.670, 2.327)
H (2.763, 5.114, 0.105)
H (3.874, 3.279, -1.230)
H (2.632, 1.181, -1.582)
H (-3.311, 0.238, 0.393)
H (-4.532, 1.684, 1.951)
H (-3.546, 3.945, 2.316)
C (-5.377, -0.238, -1.359)
C (-4.386, -1.204, -2.028)
C (-3.008, -0.787, -1.883)
N (-1.913, -0.460, -1.784)
H (-6.387, -0.473, -1.687)
H (-5.161, 0.797, -1.619)
H (-5.338, -0.345, -0.277)
H (-4.599, -1.301, -3.094)
H (-4.461, -2.191, -1.567)
O (-2.274, -2.431, 2.907)
S (-2.016, -1.585, 1.799)
O (-2.446, -0.115, 2.206)
O (-0.550, -1.453, 1.508)
O (-2.666, -1.894, 0.540)

***

C33H30AlF3N2OSb | the ωB97M-V functional and the def2-TZVPD basis

As for the charge: +1. For the total energy, the calculation gives -61020.02027 eV.

Element x y z (Å)
Al (0.312, 1.925, 0.011)
C (1.120, 0.993, -2.787)
N (0.325, 1.848, -1.885)
C (-0.660, 2.575, -2.346)
C (-1.432, 3.308, -1.418)
C (-2.476, 4.217, -1.530)
C (-2.777, 4.631, -0.228)
C (-1.901, 3.964, 0.624)
N (-1.082, 3.151, -0.077)
C (0.293, 0.005, -3.577)
C (-0.828, -0.613, -3.024)
C (-1.534, -1.573, -3.737)
C (-1.126, -1.923, -5.019)
C (-0.019, -1.304, -5.582)
C (0.686, -0.343, -4.865)
H (1.834, 0.455, -2.164)
H (1.709, 1.613, -3.463)
H (-0.882, 2.605, -3.411)
H (-2.947, 4.536, -2.448)
H (-3.535, 5.340, 0.072)
H (-1.824, 4.037, 1.701)
H (-1.175, -0.335, -2.035)
H (-2.405, -2.041, -3.291)
H (-1.677, -2.668, -5.581)
H (0.296, -1.562, -6.587)
H (1.553, 0.137, -5.313)
C (3.988, 1.896, 1.154)
C (2.708, 2.306, 1.856)
C (2.657, 3.788, 2.172)
O (1.601, 1.950, 1.043)
H (4.861, 2.182, 1.746)
H (4.055, 2.395, 0.181)
H (4.019, 0.815, 0.992)
H (2.607, 1.737, 2.785)
H (2.704, 4.372, 1.246)
H (3.501, 4.078, 2.803)
H (1.735, 4.040, 2.698)
F (-5.248, -4.093, -0.494)
C (-4.172, -3.344, -0.233)
C (-4.334, -1.980, -0.090)
C (-3.213, -1.208, 0.174)
C (-1.957, -1.806, 0.298)
C (-1.827, -3.186, 0.147)
C (-2.945, -3.966, -0.120)
Sb (-0.309, -0.584, 0.770)
C (1.323, -1.833, 0.351)
C (2.378, -1.989, 1.251)
C (3.476, -2.765, 0.912)
C (3.501, -3.362, -0.333)
F (4.560, -4.108, -0.663)
C (2.481, -3.216, -1.254)
C (1.384, -2.442, -0.906)
C (-0.430, -0.403, 2.871)
C (-1.076, 0.741, 3.352)
C (-1.239, 0.944, 4.715)
C (-0.737, -0.007, 5.581)
F (-0.878, 0.184, 6.897)
C (-0.094, -1.147, 5.143)
C (0.056, -1.343, 3.777)
H (-5.320, -1.543, -0.189)
H (-3.332, -0.134, 0.282)
H (-0.860, -3.665, 0.243)
H (-2.875, -5.040, -0.238)
H (2.358, -1.503, 2.220)
H (4.307, -2.907, 1.592)
H (2.554, -3.702, -2.219)
H (0.580, -2.320, -1.625)
H (-1.471, 1.485, 2.667)
H (-1.743, 1.817, 5.111)
H (0.273, -1.865, 5.865)
H (0.543, -2.248, 3.431)